(1)
17
Properties=species:S:1:pos:R:3:forces:R:3 method="wB97M-V/def2-TZVPD" lumo_ev=1.065 smiles="O=CCCC1CC1" homo_lumo_gap_ev=10.85
O 0.55256 0.74949 2.89497 -0.094 -0.153 0.003
C -0.42272 0.10109 2.61195 0.051 0.117 0.078
C -0.67512 -0.51577 1.26925 -0.316 0.097 -0.384
C 0.51314 -0.52526 0.31058 0.079 0.010 -0.028
C 0.02479 -0.55215 -1.12597 -0.020 -0.271 0.231
C -0.70375 0.65486 -1.61801 0.131 0.238 -0.399
C 0.64944 0.28098 -2.20464 -0.141 0.139 0.008
H -1.24329 -0.02299 3.34971 0.064 -0.022 -0.011
H -1.12241 -1.51065 1.38396 0.082 0.085 0.123
H -1.48849 0.09545 0.82009 0.266 -0.199 0.257
H 1.15800 -1.38481 0.52686 -0.053 0.109 -0.070
H 1.12465 0.36486 0.49504 -0.128 -0.040 -0.093
H -0.38611 -1.50789 -1.44584 0.051 0.105 0.023
H -1.59443 0.53705 -2.22883 0.190 -0.008 0.065
H -0.71740 1.52623 -0.96844 -0.018 -0.120 -0.049
H 0.68019 -0.10774 -3.22110 -0.010 0.051 0.280
H 1.49076 0.91478 -1.93487 -0.134 -0.139 -0.033

(2)
114
Properties=species:S:1:pos:R:3:forces:R:3 method="wB97M-V/def2-TZVPD" lumo_ev=0.060 smiles="CC1(C)CCCC(C)(C)N1O.CC1(C)CCCC(C)(C)N1O.CC1(C)CCCC(C)(C)N1O.NC(N)=O.NC(N)=O.NC(N)=O" homo_lumo_gap_ev=8.07
C -1.29611 -3.84823 -2.20950 0.449 -0.322 -1.116
C -0.01773 -2.96308 -1.85759 -0.514 -0.243 0.997
C 0.54768 -3.55066 -0.52065 -0.311 1.254 -0.176
C 1.16611 -3.09784 -2.84766 -1.430 0.389 0.462
C 0.86384 -2.27181 -4.00912 -0.372 1.446 -1.909
C 0.52443 -0.73596 -3.71732 -0.669 -2.983 -0.153
C -0.70040 -0.57171 -2.71123 0.553 1.263 0.229
C -0.72913 0.99274 -2.32388 0.281 -0.859 0.517
C -2.07042 -0.92935 -3.27148 0.083 -0.559 -1.380
N -0.40727 -1.50628 -1.61965 1.928 -0.094 1.317
O -1.40738 -1.45406 -0.60251 -0.385 -0.516 -1.148
H -1.90329 -3.60993 -3.08280 0.263 0.999 -0.088
H -0.99555 -4.83612 -2.55854 0.546 -0.365 0.582
H -2.04317 -4.00107 -1.43062 0.493 0.330 0.458
H 1.63191 -3.62280 -0.43499 0.175 -0.810 -0.974
H 0.47926 -2.76543 0.23223 -1.255 -0.646 0.600
H 0.00690 -4.48596 -0.37620 0.417 0.187 0.946
H 2.12785 -2.77228 -2.45120 -0.091 -0.378 0.598
H 1.15988 -4.11256 -3.24565 0.556 -0.301 0.680
H 1.73320 -2.30829 -4.66562 0.102 0.328 -0.284
H 0.12038 -2.85076 -4.55701 -0.630 0.657 -0.325
H 0.33499 -0.33847 -4.71442 -0.171 0.595 0.302
H 1.49753 -0.42333 -3.33856 -0.384 0.870 0.378
H -0.66496 1.64376 -3.19574 0.076 -0.467 -0.475
H 0.10033 1.30434 -1.68904 0.208 -0.313 0.078
H -1.63181 1.34060 -1.82162 -0.169 -0.554 0.194
H -1.78927 -1.55776 -4.11656 -0.744 0.183 -0.697
H -2.68785 -0.07367 -3.54478 0.248 0.011 -0.363
H -2.71561 -1.59063 -2.69310 0.457 0.320 0.646
H -1.00017 -1.05673 0.17074 -0.094 0.475 0.225
C -8.14605 0.61664 0.13365 0.351 -0.068 -1.286
C -6.78813 0.01567 0.66753 -2.566 0.510 1.074
C -7.18314 -0.77493 1.97865 1.164 -0.126 0.021
C -6.18612 -0.95274 -0.36536 1.502 0.332 0.515
C -5.47158 -0.30442 -1.58930 -0.705 -0.931 1.335
C -4.54589 0.76883 -1.08456 -1.032 1.708 0.422
C -5.13372 1.78909 0.00213 2.387 -0.254 -1.446
C -3.81139 2.43804 0.57557 -0.781 0.473 -0.392
C -5.87327 2.91248 -0.70741 -1.541 1.236 -0.323
N -5.78277 1.07554 1.08941 -0.257 -3.264 -2.752
O -6.33777 1.93348 2.00965 -0.028 0.961 0.594
H -8.33676 1.67041 0.33688 0.186 -0.115 0.386
H -8.16529 0.51784 -0.95169 0.324 0.384 -0.380
H -9.04883 0.04403 0.34627 0.218 -0.156 0.864
H -7.81582 -0.24839 2.69319 0.381 0.651 -0.191
H -7.70487 -1.73021 1.92078 -0.112 -0.062 -1.163
H -6.24028 -1.05770 2.44680 0.067 0.214 0.477
H -5.39004 -1.39904 0.23060 0.242 -0.547 -0.107
H -6.86227 -1.76603 -0.62896 -0.257 0.271 0.034
H -4.81628 -1.02090 -2.08463 -0.343 -0.374 -0.070
H -6.23453 -0.00831 -2.30927 0.198 0.534 -0.083
H -4.33812 1.39882 -1.94944 0.522 0.177 0.082
H -3.60029 0.41012 -0.67802 -0.126 -0.533 -0.199
H -3.07860 1.74766 0.99329 -0.562 0.057 0.374
H -4.12239 3.24813 1.23523 0.321 -0.092 0.545
H -3.22485 2.95152 -0.18627 -0.302 -0.006 -0.471
H -6.22832 3.70982 -0.05451 0.418 0.013 0.594
H -6.81193 2.73724 -1.23306 -0.103 -1.149 0.047
H -5.33239 3.43792 -1.49448 0.790 -0.269 0.217
H -5.48992 2.12714 2.41615 -0.369 0.618 1.174
C 7.09410 -0.04177 -1.16356 0.101 1.374 0.588
C 5.69579 0.11983 -0.60404 -2.338 -1.884 -1.251
C 4.86801 1.16874 -1.43645 0.865 -1.006 -0.801
C 5.07179 -1.32751 -0.88820 0.045 0.371 0.597
C 5.59497 -2.37677 0.07044 1.197 1.389 1.445
C 5.35504 -1.83931 1.56099 -0.856 -2.754 -2.655
C 5.86388 -0.43818 1.88555 2.090 -2.406 -1.157
C 5.22976 -0.15966 3.18006 -0.907 1.997 1.149
C 7.38659 -0.58713 2.06929 1.258 0.284 0.711
N 5.55004 0.45958 0.80224 -1.677 0.093 0.085
O 6.03011 1.76337 1.02997 0.666 -0.087 0.107
H 7.00498 0.03463 -2.24722 0.419 -0.053 0.038
H 7.60596 0.81775 -0.73074 0.755 -0.003 -0.469
H 7.57844 -0.96585 -0.84797 -0.055 0.195 -0.228
H 4.70019 0.76739 -2.43588 0.277 -0.459 -0.227
H 3.83377 1.33816 -1.13693 0.318 0.354 0.815
H 5.46755 2.05147 -1.65881 -0.343 0.372 0.602
H 3.98700 -1.40556 -0.81602 -0.397 0.636 0.289
H 5.23829 -1.65629 -1.91402 0.457 0.440 -0.213
H 5.16702 -3.33595 -0.22095 -0.148 -0.124 0.745
H 6.67817 -2.49098 0.11225 0.168 -0.155 -1.028
H 5.82304 -2.58830 2.19981 0.052 0.301 0.349
H 4.28896 -2.06319 1.59906 -0.444 0.995 0.944
H 4.15229 -0.10726 3.02385 -0.158 -0.125 0.284
H 5.52784 0.82119 3.55043 0.037 0.166 0.129
H 5.47760 -0.87040 3.96842 -0.029 -0.200 -0.333
H 7.69751 -1.13821 2.95684 -0.606 -0.684 0.073
H 7.92435 0.32846 2.31547 -0.430 0.639 -0.556
H 7.92363 -1.03933 1.23550 -0.278 0.028 -0.095
H 5.28335 2.19113 1.45540 -0.487 0.370 0.185
N 1.27160 1.71109 1.67977 1.004 3.228 0.943
C 0.53293 0.82285 1.04449 -2.279 1.119 3.748
N 1.29608 -0.15228 0.71424 1.401 -4.185 -2.646
O -0.70476 0.82368 1.17281 0.126 -0.037 -1.383
H 2.27533 1.61257 1.73396 -0.197 0.546 0.205
H 0.83231 2.41508 2.25555 0.035 -0.468 -0.306
H 0.88296 -0.95374 0.25914 0.492 0.118 -0.394
H 2.29923 -0.08491 0.81031 -0.217 -0.240 -0.249
N 2.33867 4.79174 2.20049 -4.012 2.090 -0.142
C 3.51019 4.28102 2.32472 -0.609 -3.702 -0.191
N 4.45999 5.13898 2.29522 3.327 1.387 0.224
O 3.59851 3.05948 2.40926 1.651 -1.231 0.247
H 2.31783 5.76258 2.47825 -1.256 -0.236 -0.016
H 1.60810 4.11885 2.38372 -0.223 0.906 -0.064
H 5.34735 4.69880 2.49248 0.437 1.142 -0.283
H 4.20130 6.09036 2.07600 1.193 -0.130 0.134
N -2.46498 0.32023 3.81893 1.701 2.880 3.481
C -3.17140 -0.60476 3.23899 -2.280 -1.051 5.216
N -2.91194 -0.66825 2.02085 -0.192 -1.578 -7.542
O -3.98764 -1.29488 3.85781 -0.094 -0.171 -0.120
H -1.80958 0.90753 3.32332 -0.129 -0.141 0.233
H -2.72631 0.47595 4.78203 0.511 0.269 -0.167
H -2.51844 0.15550 1.58877 0.081 -0.571 -0.259
H -3.70991 -1.09192 1.56935 0.369 -0.098 -0.804

(3)
13
Properties=species:S:1:pos:R:3:forces:R:3 method="wB97M-V/def2-TZVPD" charge=+1 lumo_ev="-4.362 / -4.363" homo_lumo_gap_ev="8.82 / 8.82"
C 0.61760 1.63348 -1.00666 -1.067 -2.302 0.943
C -0.08898 0.51806 1.01982 -1.179 2.623 1.555
N 0.14606 0.50150 -0.42783 0.169 1.145 0.331
N -0.29831 -0.62514 -1.09894 0.566 2.570 -2.465
N -0.32333 -1.75842 -0.31611 1.088 0.138 5.257
H 0.50413 2.63023 -0.52714 0.334 -1.287 0.104
H 1.03051 1.57589 -1.99945 -0.421 -0.206 -0.297
H -0.02354 1.56673 1.47069 0.413 -1.412 -0.966
H -1.08649 0.24493 1.32108 -0.975 -0.093 -0.724
H 0.45426 -0.13811 1.66666 1.443 -0.381 -0.295
H 0.61990 -1.85055 0.22289 -1.527 -0.690 -1.231
H -0.51932 -2.60189 -0.86280 0.090 0.376 -0.177
H -1.03249 -1.69669 0.53782 1.065 -0.481 -2.035

We obtain energy relative to the best compared isomer or geometry (same formula, charge and spin) values of 0.763 4.710 5.589 eV for the records listed above, in that order.